The following is a quantum chemistry calculation of one molecule with the formula C3H4N2O at a distorted geometry, from OMol25.

XYZ file:
```
10
Properties=species:S:1:pos:R:3:forces:R:3:mulliken_charge:R:1
O 0.747 -0.736 1.864 0.2 0.1 -0.4 -0.53
C 1.282 -0.534 0.797 -0.1 0.0 0.1 0.06
N 0.719 0.184 -0.222 0.1 -0.1 0.0 -0.18
C -0.645 0.644 -0.120 -0.1 0.1 0.1 -0.39
C -1.602 -0.253 -0.796 -0.7 -0.7 -0.5 0.30
N -2.338 -0.951 -1.351 0.8 0.7 0.6 -0.37
H 2.296 -0.895 0.548 -0.1 0.0 0.1 0.34
H 1.178 0.206 -1.121 0.0 0.0 0.2 0.23
H -0.891 0.688 0.945 0.0 0.0 -0.2 0.26
H -0.745 1.648 -0.544 0.0 -0.1 0.1 0.28
```
Positions in Å, forces in eV/Å.

charge	0
energy relative to the best compared isomer or geometry (same formula, charge and spin)	16.5	kcal per mole
frontier orbital gap	11.3	eV
structure (SMILES)	N#CCNC=O
LUMO energy	0.59	eV